1.
# H2N4O

A cluster of 2 separate species, H2N4O in total at a distorted geometry (wB97M-V/def2-TZVPD, the OMol25 dataset).

The geometry in XYZ format:
```
7
Properties=species:S:1:pos:R:3:forces:R:3
O 1.712 -0.731 1.420 0.186 -3.246 3.270
N 1.714 0.849 -0.172 0.457 0.516 -0.413
N 1.751 0.058 0.612 -0.171 2.944 -2.675
N -1.339 -0.058 -0.425 1.556 -1.180 -1.401
N -0.378 -0.834 -0.595 -2.160 1.070 0.375
H -1.356 0.678 0.279 0.035 0.142 0.591
H -2.105 0.038 -1.120 0.097 -0.244 0.253
```
Positions in Å, forces in eV/Å.

Output
- HOMO level (eV) = -8.53
- energy relative to the best compared isomer or geometry (same formula, charge and spin) (eV) = 2.963
- total charge = 0
- LUMO level (eV) = 0.79
- frontier orbital gap (eV) = 9.3159

Electronic structure analysis, Löwdin charges in units of e: number 1, O, carries 0.106; number 2, N, carries 0.199; number 3, N, carries -0.392; number 4, N, carries -0.103; number 5, N, carries -0.002; number 6, H, carries 0.090; number 7, H, carries 0.102


2.
# H2N6O

A cluster of 2 separate species, H2N6O in total at a distorted geometry (wB97M-V/def2-TZVPD, the OMol25 dataset).

The geometry in XYZ format:
```
9
Properties=species:S:1:pos:R:3:forces:R:3
O -0.360 -0.126 1.718 -0.638 -3.847 -0.620
N 0.038 2.017 2.332 0.202 -1.689 0.016
N -1.990 0.374 -1.464 0.261 0.291 0.505
N -0.110 0.922 2.079 0.338 5.659 0.955
N -1.088 -0.221 -1.108 -2.257 2.083 -1.582
N -0.284 -1.029 -0.821 0.640 -3.533 0.830
N 1.053 -0.737 -0.648 0.494 0.705 0.276
H 1.195 0.242 -0.894 0.754 -0.442 -0.368
H 1.544 -1.443 -1.195 0.207 0.772 -0.013
```
Positions in Å, forces in eV/Å.

Output
- HOMO level (eV) = -8.73
- energy relative to the best compared isomer or geometry (same formula, charge and spin) (eV) = 0.328
- total charge = 0
- LUMO level (eV) = 0.55
- frontier orbital gap (eV) = 9.2827

Atom charges from the Löwdin analysis, given in e for atoms 1 to 8: number 1, O, carries 0.093; number 2, N, carries 0.216; number 3, N, carries 0.176; number 4, N, carries -0.324; number 5, N, carries -0.257; number 6, N, carries -0.080; number 7, N, carries 0.013; number 8, H, carries 0.079


3.
# H2NO2S

The ion H2NO2S with charge -1 at a distorted geometry (wB97M-V/def2-TZVPD, the OMol25 dataset).

The geometry in XYZ format:
```
6
Properties=species:S:1:pos:R:3:forces:R:3
S 0.575 -0.468 -0.561 1.053 2.212 -2.198
O -0.475 -0.784 -1.617 0.628 0.355 1.796
O 1.107 1.009 -0.741 -0.986 -2.808 0.485
N -0.247 -0.262 0.988 1.582 -2.635 -0.395
H -1.145 -0.069 0.715 -3.059 0.686 -0.658
H 0.185 0.574 1.215 0.782 2.191 0.969
```
Positions in Å, forces in eV/Å.

Output
- HOMO level (eV) = -3.49
- energy relative to the best compared isomer or geometry (same formula, charge and spin) (eV) = 0.009
- total charge = -1
- LUMO level (eV) = 4.38
- frontier orbital gap (eV) = 7.8715

Electronic structure analysis, Löwdin charges in units of e: number 1, S, carries 0.579; number 2, O, carries -0.621; number 3, O, carries -0.657; number 4, N, carries -0.208; number 5, H, carries -0.044; number 6, H, carries -0.049


4.
# H2NO3PS

A cluster of 2 separate species, H2NO3PS in total at a distorted geometry (wB97M-V/def2-TZVPD, the OMol25 dataset).

The geometry in XYZ format:
```
8
Properties=species:S:1:pos:R:3:forces:R:3
S -1.440 -1.431 0.045 0.165 -1.048 0.483
P 0.002 -0.069 -0.659 1.756 -1.399 -1.221
O 1.410 -0.537 -0.478 -0.095 0.340 1.139
O 0.481 3.527 0.941 0.663 0.953 -1.562
O -0.375 0.142 -2.076 -0.963 1.310 -0.656
N -0.942 -2.545 1.085 0.749 -0.766 1.210
H 0.024 -3.009 1.059 -1.580 1.430 -1.014
H 0.839 3.921 0.082 -0.695 -0.820 1.622
```
Positions in Å, forces in eV/Å.

Output
- HOMO level (spin up / spin down) (eV) = 0.49 / 0.49
- energy relative to the best compared isomer or geometry (same formula, charge and spin) (eV) = 4.165
- total charge = -2
- LUMO level (spin up / spin down) (eV) = 5.91 / 5.94
- frontier orbital gap (spin up / spin down) (eV) = 5.4164 / 5.4470

Electronic structure analysis, Löwdin charges in units of e: number 1, S, carries 0.431; number 2, P, carries 0.215; number 3, O, carries -0.485; number 4, O, carries -0.754; number 5, O, carries -0.519; number 6, N, carries -0.629; number 7, H, carries -0.049; number 8, H, carries -0.210


5.
# H2NO3S

A cluster of 2 separate species, H2NO3S in total at a distorted geometry (wB97M-V/def2-TZVPD, the OMol25 dataset).

The geometry in XYZ format:
```
7
Properties=species:S:1:pos:R:3:forces:R:3
S 1.831 0.250 -0.092 -0.300 0.431 -0.051
O 0.940 1.445 -0.131 0.314 -0.760 -0.096
O 1.138 -1.151 -0.606 -0.287 0.239 -1.550
O -1.982 -0.003 -0.317 -0.161 0.370 0.893
N 1.374 -0.930 0.869 0.227 0.116 1.721
H -1.003 0.014 -0.259 -0.448 0.043 0.093
H -2.298 0.375 0.536 0.656 -0.438 -1.010
```
Positions in Å, forces in eV/Å.

Output
- HOMO level (eV) = -3.03
- energy relative to the best compared isomer or geometry (same formula, charge and spin) (eV) = 3.840
- total charge = -1
- LUMO level (eV) = 4.05
- frontier orbital gap (eV) = 7.0751

Electronic structure analysis, Löwdin charges in units of e: number 1, S, carries 0.636; number 2, O, carries -0.590; number 3, O, carries -0.532; number 4, O, carries -0.119; number 5, N, carries -0.416; number 6, H, carries -0.016; number 7, H, carries 0.037


6.
# H2NO3S2

A cluster of 2 separate species, H2NO3S2 in total at a distorted geometry (wB97M-V/def2-TZVPD, the OMol25 dataset).

The geometry in XYZ format:
```
8
Properties=species:S:1:pos:R:3:forces:R:3
S 0.210 2.013 -0.011 -0.523 -0.677 -0.424
S 2.939 0.054 0.041 -1.905 -0.336 -1.525
O 3.886 0.472 -1.002 0.528 -0.213 0.455
O 2.027 -1.053 -0.457 0.836 0.639 0.518
O 3.398 -0.134 1.409 0.755 -0.328 0.450
N -0.368 0.461 -0.279 -0.024 2.659 0.220
H -0.947 0.196 0.475 -0.607 -0.843 0.492
H 0.270 -0.198 -0.661 0.939 -0.901 -0.185
```
Positions in Å, forces in eV/Å.

Output
- HOMO level (spin up / spin down) (eV) = -3.21 / -5.29
- energy relative to the best compared isomer or geometry (same formula, charge and spin) (eV) = 0.000
- total charge = -1
- LUMO level (spin up / spin down) (eV) = 3.53 / 2.46
- frontier orbital gap (spin up / spin down) (eV) = 6.7422 / 7.7513
- multiplicity = 3

Electronic structure analysis, Löwdin charges in units of e: number 1, S, carries 0.444; number 2, S, carries 0.448; number 3, O, carries -0.453; number 4, O, carries -0.504; number 5, O, carries -0.444; number 6, N, carries -0.431; number 7, H, carries -0.015; number 8, H, carries -0.045


no.,E (eV)
1,-8035.6514
2,-11015.0357
3,-16453.4479
4,-27786.6157
5,-18498.4277
6,-29335.3751